[1]
The following is a DFT calculation (ωB97M-V with the def2-TZVPD basis set) of a structure of composition C24H31B11Br6GeO6STl.

## Properties
max |F|: 0.588 eV/Å
2S+1: 1
total energy: -19750.0298 Eh
net charge: -1
energy above the lowest of the compared OMol25 structures with the same formula, charge and spin: 0.519 eV

```
81
C24H31B11Br6GeO6STl ωB97M-V with the def2-TZVPD basis set
Tl -0.3619 1.7958 -0.9387
C -3.4301 -1.0948 -3.9880
O -2.1830 -0.6931 -3.4827
C -1.6518 0.4542 -4.1155
C -2.4033 1.7349 -3.8375
O -2.4629 1.9652 -2.4317
C -3.1861 3.1561 -2.1272
H -3.3840 -1.2613 -5.0725
H -4.2190 -0.3631 -3.7805
H -3.6874 -2.0306 -3.4951
H -1.6202 0.3123 -5.2054
H -0.6259 0.5599 -3.7665
H -3.4324 1.6898 -4.2172
H -1.8770 2.5650 -4.3182
H -2.6783 4.0256 -2.5479
H -3.2312 3.2401 -1.0414
H -4.2069 3.0751 -2.5167
Br 0.5185 -1.4008 -1.2051
B 3.3462 -1.7224 0.5826
B 4.7031 -2.8346 0.3661
C 5.6541 -2.0848 -0.8156
B 4.9715 -1.0753 0.3599
B 5.1403 -0.5440 -1.3255
B 4.9708 -1.9763 -2.3564
B 4.6940 -3.3926 -1.3216
B 3.1714 -3.1580 -0.4548
Br 2.0245 -4.6556 0.0484
B 3.3324 -2.6197 -2.1490
Br 2.3611 -3.5110 -3.5867
B 3.6115 -0.8428 -2.1636
Br 3.0620 0.2198 -3.6926
B 3.6071 -0.2814 -0.4769
Br 2.9837 1.4866 0.0864
B 2.5181 -1.5667 -0.9725
Br 2.4191 -1.6280 2.2883
H 5.1750 -3.4928 1.2244
H 6.7207 -2.2433 -0.7683
H 5.6271 -0.5750 1.2045
H 5.9266 0.2891 -1.6075
H 5.6241 -2.0722 -3.3342
H 5.1719 -4.4299 -1.6195
O -0.5718 4.3570 -3.6093
S 0.4421 3.8715 -2.6918
O 1.6519 4.6417 -2.6235
O -0.2142 3.8437 -1.2492
O 0.7014 2.3985 -2.9010
C -0.7390 -0.1553 -0.2688
Ge -1.0597 -0.0980 1.6407
C -0.9779 -1.7897 2.5826
C -1.0394 -2.9922 1.8836
C -0.9769 -4.2027 2.5573
C -0.8577 -4.2222 3.9406
C -0.8095 -3.0290 4.6462
C -0.8698 -1.8173 3.9705
C -2.9187 0.5477 1.5458
C -3.6607 0.5344 0.3668
C -4.9682 1.0110 0.3508
C -5.5530 1.4891 1.5129
C -4.8263 1.4969 2.6982
C -3.5185 1.0355 2.7094
C -0.1814 1.3667 2.6300
C -0.5338 2.6686 2.2660
C 0.0993 3.7728 2.8187
C 1.0860 3.5895 3.7772
C 1.4256 2.3051 4.1751
C 0.8006 1.2043 3.6038
H -1.1144 -2.9898 0.8026
H -1.0049 -5.1300 1.9997
H -0.7970 -5.1666 4.4663
H -0.7176 -3.0401 5.7252
H -0.8258 -0.8913 4.5327
H -3.2114 0.1543 -0.5433
H -5.5284 1.0055 -0.5768
H -6.5717 1.8562 1.4982
H -5.2763 1.8690 3.6103
H -2.9523 1.0691 3.6341
H -1.3314 2.8368 1.5466
H -0.1763 4.7686 2.4970
H 1.5885 4.4445 4.2107
H 2.1953 2.1541 4.9218
H 1.1003 0.2129 3.9140
```

Charges computed using Löwdin, reported in e:
1. Tl 0.96
2. C -0.11
3. O -0.19
4. C -0.19
5. C -0.19
6. O -0.28
7. C -0.09
8. H 0.09
9. H 0.08
10. H 0.09
11. H 0.14
12. H 0.10
13. H 0.12
14. H 0.12
15. H 0.08
16. H 0.09
17. H 0.09
18. Br 1.16
19. B -0.87
20. B -0.27
21. C 0.04
22. B -0.26
23. B -0.25
24. B -0.27
25. B -0.26
26. B -0.90
27. Br 0.84
28. B -0.91
29. Br 0.84
30. B -0.89
31. Br 0.91
32. B -0.84
33. Br 0.91
34. B -0.75
35. Br 0.96
36. H 0.16
37. H 0.18
38. H 0.16
39. H 0.17
40. H 0.16
41. H 0.16
42. O -0.33
43. S 0.32
44. O -0.30
45. O -0.45
46. O -0.47
47. C -0.71
48. Ge 0.83
49. C -0.31
50. C -0.12
51. C -0.09
52. C -0.09
53. C -0.09
54. C -0.13
55. C -0.27
56. C -0.11
57. C -0.09
58. C -0.10
59. C -0.09
60. C -0.11
61. C -0.28
62. C -0.15
63. C -0.07
64. C -0.09
65. C -0.08
66. C -0.14
67. H 0.09
68. H 0.10
69. H 0.10
70. H 0.10
71. H 0.09
72. H 0.08
73. H 0.10
74. H 0.10
75. H 0.10
76. H 0.10
77. H 0.09
78. H 0.11
79. H 0.10
80. H 0.10
81. H 0.04

[2]
The following is a DFT calculation (ωB97M-V with the def2-TZVPD basis set) of a structure of composition C24H31B3BrF18NO17.

## Properties
max |F|: 1.714 eV/Å
2S+1: 1
total energy: -6713.4596 Eh

```
95
C24H31B3BrF18NO17 ωB97M-V with the def2-TZVPD basis set
O 2.8769 1.8759 -0.4952
N 3.3287 2.3507 -1.4433
O 3.0357 1.5214 -2.6299
B 4.0635 0.5935 -2.7651
O 3.7825 -0.7617 -2.7662
B 4.3375 -1.2396 -1.5812
O 5.7085 -0.9958 -1.4312
B 6.0325 0.2900 -1.7709
Br 7.2956 1.3102 -0.7299
O 5.4067 0.9376 -2.8253
H 3.6889 -1.7040 -0.7338
C -2.0807 -4.3882 -2.6986
C -0.9377 -5.2920 -2.2998
O 0.1951 -4.5043 -1.8640
C 0.1309 -4.0540 -0.6248
O -0.7410 -4.2445 0.1716
C 1.3979 -3.2480 -0.2947
F 1.7041 -2.3701 -1.2591
F 2.4436 -4.0663 -0.1325
F 1.2390 -2.5573 0.8321
H -1.7513 -3.6759 -3.4546
H -2.9131 -4.9661 -3.0977
H -2.4406 -3.8147 -1.8452
H -0.5879 -5.8683 -3.1529
H -1.2223 -5.9977 -1.5209
C 0.2547 0.5525 -4.6991
C -0.1773 0.5660 -3.2501
O -1.5551 0.9870 -3.1156
C -2.4776 0.0726 -3.3721
O -2.2841 -1.0590 -3.7090
C -3.8842 0.6559 -3.1429
F -4.0050 1.8642 -3.6994
F -4.1377 0.7793 -1.8321
F -4.8113 -0.1343 -3.6690
H 0.0781 1.5257 -5.1581
H 1.3149 0.3143 -4.7717
H -0.3054 -0.1873 -5.2699
H 0.4053 1.2968 -2.6958
H -0.0333 -0.4056 -2.7776
C 7.9704 3.7800 -7.7807
C 7.4735 3.8252 -6.3526
O 6.0894 4.2281 -6.2888
C 5.1976 3.2875 -6.5498
O 5.4152 2.1453 -6.8294
C 3.7793 3.8639 -6.3925
F 3.6528 5.0486 -6.9973
F 3.4978 4.0279 -5.0946
F 2.8675 3.0474 -6.9126
H 7.8061 4.7396 -8.2716
H 9.0350 3.5509 -7.8006
H 7.4436 3.0200 -8.3564
H 8.0177 4.5748 -5.7831
H 7.6024 2.8679 -5.8494
C -1.8432 2.1526 0.4286
C -1.5769 0.8412 1.1330
O -1.5482 1.0025 2.5660
C -2.7196 1.0725 3.1760
O -3.8026 1.0181 2.6740
C -2.4867 1.1980 4.6926
F -1.5442 2.1008 4.9722
F -2.0849 0.0197 5.1966
F -3.5979 1.5570 5.3279
H -1.1195 2.9098 0.7334
H -1.7817 2.0192 -0.6510
H -2.8337 2.5372 0.6695
H -0.5935 0.4573 0.8675
H -2.3111 0.0835 0.8585
C 0.2500 -2.0052 5.2181
C 1.2958 -2.4689 4.2287
O 2.3551 -1.5001 4.0815
C 3.2845 -1.4996 5.0235
O 3.3416 -2.2158 5.9786
C 4.3520 -0.4401 4.6892
F 3.7917 0.7186 4.3274
F 5.1166 -0.8644 3.6741
F 5.1362 -0.2139 5.7352
H -0.1268 -1.0275 4.9366
H -0.5787 -2.7120 5.2483
H 0.6663 -1.9192 6.2215
H 0.8599 -2.5700 3.2392
H 1.7141 -3.4361 4.5051
C -6.1123 0.0055 5.0685
C -6.4630 -0.0336 6.5385
O -7.8130 0.4188 6.7738
C -8.7710 -0.4647 6.5445
O -8.6357 -1.5920 6.1704
C -10.1389 0.1603 6.8789
F -10.2528 1.3881 6.3639
F -10.2886 0.2523 8.2067
F -11.1272 -0.5848 6.3994
H -6.2765 1.0025 4.6610
H -5.0726 -0.2662 4.9227
H -6.7301 -0.6873 4.4976
H -5.8275 0.6495 7.0979
H -6.3286 -1.0294 6.9595
```

Charges computed using Löwdin, reported in e:
1. O 0.15
2. N 0.09
3. O 0.11
4. B -0.76
5. O 0.30
6. B -0.29
7. O 0.22
8. B -1.04
9. Br 0.83
10. O 0.26
11. H 0.12
12. C -0.06
13. C -0.18
14. O 0.04
15. C -0.40
16. O 0.17
17. C -0.54
18. F 0.14
19. F 0.17
20. F 0.16
21. H 0.07
22. H 0.09
23. H 0.08
24. H 0.13
25. H 0.13
26. C -0.04
27. C -0.18
28. O 0.02
29. C -0.39
30. O 0.16
31. C -0.55
32. F 0.17
33. F 0.16
34. F 0.18
35. H 0.09
36. H 0.08
37. H 0.08
38. H 0.11
39. H 0.12
40. C -0.06
41. C -0.19
42. O 0.04
43. C -0.40
44. O 0.17
45. C -0.55
46. F 0.17
47. F 0.17
48. F 0.17
49. H 0.08
50. H 0.08
51. H 0.08
52. H 0.13
53. H 0.13
54. C -0.05
55. C -0.19
56. O 0.04
57. C -0.40
58. O 0.17
59. C -0.54
60. F 0.18
61. F 0.15
62. F 0.16
63. H 0.09
64. H 0.06
65. H 0.08
66. H 0.12
67. H 0.13
68. C -0.05
69. C -0.19
70. O 0.04
71. C -0.40
72. O 0.17
73. C -0.55
74. F 0.17
75. F 0.17
76. F 0.18
77. H 0.06
78. H 0.09
79. H 0.08
80. H 0.11
81. H 0.13
82. C -0.06
83. C -0.19
84. O 0.04
85. C -0.40
86. O 0.17
87. C -0.55
88. F 0.17
89. F 0.17
90. F 0.17
91. H 0.09
92. H 0.06
93. H 0.08
94. H 0.12
95. H 0.13

[3]
The following is a DFT calculation (ωB97M-V with the def2-TZVPD basis set) of a structure of composition C24H31BN8PPtS.

## Properties
max |F|: 1.347 eV/Å
2S+1: 1
total energy: -2254.7362 Eh
net charge: +1
energy above the lowest of the compared OMol25 structures with the same formula, charge and spin: 0.375 eV

```
67
C24H31BN8PPtS ωB97M-V with the def2-TZVPD basis set
Pt 0.5040 -0.3244 0.1368
B -0.1034 -3.2578 0.1806
N -1.2344 -2.6485 1.0441
C -2.3882 -3.1146 1.5223
C -3.0550 -2.0739 2.1528
C -2.2050 -0.9832 2.0080
N -1.0977 -1.3409 1.3553
N 1.2325 -2.9835 0.9413
C 1.9699 -3.7321 1.7590
C 3.0227 -2.9734 2.2425
C 2.8422 -1.7302 1.6588
N 1.7597 -1.7415 0.8724
H -0.0398 -2.5780 -0.8376
H -0.2731 -4.4230 -0.0278
H -2.6588 -4.1488 1.3899
H -4.0102 -2.1047 2.6448
H -2.3173 0.0205 2.3855
H 1.7112 -4.7633 1.9288
H 3.8129 -3.2838 2.9013
H 3.4504 -0.8497 1.7493
C 3.4270 3.9653 0.0593
N 4.0005 2.8507 0.8092
C 5.0180 2.2116 -0.0308
N 4.5029 1.7594 -1.3218
C 3.8859 2.8868 -2.0164
N 2.8603 3.5697 -1.2265
C 1.6783 2.7390 -1.0368
P 2.0957 1.1820 -0.1492
C 2.9905 1.9172 1.2949
C 3.5611 0.6598 -1.1336
H 4.2236 4.6869 -0.1264
H 2.6549 4.4470 0.6620
H 5.4491 1.3644 0.5055
H 5.8044 2.9455 -0.2115
H 3.4357 2.5299 -2.9450
H 4.6654 3.6103 -2.2593
H 1.2254 2.4923 -1.9930
H 0.9411 3.2965 -0.4519
H 3.4634 1.1348 1.8858
H 2.2838 2.4348 1.9479
H 3.2215 0.2607 -2.0904
H 4.0661 -0.1513 -0.6016
N -0.9343 0.9469 -0.5966
S -1.6487 1.1069 -2.0252
C -0.3982 1.1410 -3.2795
C 0.5074 0.0925 -3.4150
C 1.4969 0.1928 -4.3768
C 1.5738 1.3215 -5.1889
C 0.6599 2.3536 -5.0494
C -0.3403 2.2652 -4.0888
C -2.4488 -0.4361 -2.4478
C -2.7499 -1.3402 -1.4482
C -3.3625 -2.5378 -1.7966
C -3.6840 -2.7993 -3.1168
C -3.4110 -1.8592 -4.1047
C -2.7879 -0.6689 -3.7767
H -1.3409 1.6034 0.0556
H 0.4358 -0.7851 -2.7823
H 2.2045 -0.6157 -4.5061
H 2.3504 1.3900 -5.9389
H 0.7224 3.2278 -5.6824
H -1.0544 3.0690 -3.9620
H -2.5252 -1.1115 -0.4181
H -3.5776 -3.2664 -1.0271
H -4.1554 -3.7355 -3.3830
H -3.6769 -2.0591 -5.1335
H -2.5696 0.0615 -4.5454
```

Charges computed using Löwdin, reported in e:
1. Pt 0.93
2. B -0.43
3. N -0.09
4. C -0.08
5. C -0.04
6. C -0.15
7. N -0.09
8. N -0.07
9. C -0.05
10. C -0.03
11. C -0.13
12. N -0.17
13. H 0.06
14. H 0.08
15. H 0.13
16. H 0.10
17. H 0.11
18. H 0.14
19. H 0.11
20. H 0.08
21. C -0.18
22. N -0.14
23. C -0.17
24. N -0.14
25. C -0.17
26. N -0.14
27. C -0.29
28. P 0.85
29. C -0.28
30. C -0.28
31. H 0.13
32. H 0.13
33. H 0.13
34. H 0.13
35. H 0.12
36. H 0.13
37. H 0.06
38. H 0.10
39. H 0.07
40. H 0.10
41. H 0.08
42. H 0.09
43. N -0.49
44. S 1.11
45. C -0.45
46. C -0.09
47. C -0.06
48. C -0.06
49. C -0.05
50. C -0.09
51. C -0.38
52. C -0.08
53. C -0.04
54. C -0.05
55. C -0.06
56. C -0.08
57. H 0.02
58. H 0.10
59. H 0.12
60. H 0.12
61. H 0.12
62. H 0.12
63. H 0.07
64. H 0.11
65. H 0.11
66. H 0.11
67. H 0.12